--- A ---
Molecular formula: C5H14O
Method: DFT, wB97M-V/def2-TZVPD

Structure (ORCA input):
```
! wB97M-V def2-TZVPD RIJCOSX def2/J DEFGRID3
* xyz 0 1
C -2.12 -0.40 0.14
C -1.15 0.60 0.78
C -0.26 1.35 -0.20
C 0.65 0.42 -1.01
C 2.08 0.39 -0.47
H -3.11 -0.32 0.61
H -2.43 -0.10 -0.87
H -1.83 -1.43 0.19
H -1.74 1.32 1.35
H -0.55 0.16 1.59
H -0.85 2.02 -0.83
H 0.33 2.06 0.38
H 0.22 -0.57 -0.99
H 0.64 0.69 -2.07
H 2.59 -0.54 -0.67
H 2.65 1.26 -0.84
H 2.12 0.52 0.61
O 1.27 -2.55 0.85
H 0.96 -2.13 0.04
H 0.53 -2.75 1.42
*
```

Summary:
molar mass: 90.166 g/mol
structure (SMILES): CCCCC.O
orbital gap: 11.918 eV

Atomic partial charges in e from the Löwdin method, atoms 1 to 5: C -0.1165; C -0.2683; C -0.2320; C -0.2564; C -0.1139

=====

--- B ---
Molecular formula: C5H14O
Method: DFT, wB97M-V/def2-TZVPD

Structure (ORCA input):
```
! wB97M-V def2-TZVPD RIJCOSX def2/J DEFGRID3
* xyz 0 1
C -0.10 0.02 -1.80
C 1.13 -0.55 -1.12
C 1.31 -2.04 -1.35
O 2.29 0.12 -1.66
H -0.98 -0.62 -1.81
H 0.14 0.13 -2.86
H -0.38 0.97 -1.34
H 1.09 -0.36 -0.04
H 1.83 -2.21 -2.28
H 1.96 -2.45 -0.57
H 0.37 -2.60 -1.33
H 2.70 0.65 -0.97
C -1.68 1.04 2.85
C -1.13 1.17 1.41
H -1.61 1.99 3.37
H -2.74 0.79 2.87
H -1.08 0.33 3.42
H -0.40 1.97 1.34
H -1.98 1.44 0.78
H -0.75 0.20 1.09
*
```

Summary:
molar mass: 90.166 g/mol
structure (SMILES): CC(C)O.CC
orbital gap: 11.123 eV

Atomic partial charges in e from the Löwdin method, atoms 1 to 5: C -0.0655; C -0.4931; C -0.0591; O -0.0579; H 0.0775

=====

--- C ---
Molecular formula: C5H14O
Method: DFT, wB97M-V/def2-TZVPD

Structure (ORCA input):
```
! wB97M-V def2-TZVPD RIJCOSX def2/J DEFGRID3
* xyz 0 1
C 2.43 0.18 0.76
C 1.07 0.12 0.05
C -0.17 0.09 0.98
C -1.06 1.40 0.85
C -2.46 1.20 0.24
H 2.34 0.37 1.84
H 3.14 -0.64 0.65
H 2.91 1.10 0.49
H 0.92 0.91 -0.69
H 1.06 -0.81 -0.52
H -0.79 -0.75 0.69
H 0.07 0.09 2.04
H -1.14 1.86 1.83
H -0.49 2.08 0.22
H -3.19 1.80 0.80
H -2.45 1.47 -0.81
H -2.81 0.21 0.42
O 0.24 -2.48 -2.35
H -0.66 -2.54 -1.99
H 0.17 -2.65 -3.29
*
```

Summary:
molar mass: 90.166 g/mol
structure (SMILES): CCCCC.O
orbital gap: 11.386 eV

Atomic partial charges in e from the Löwdin method, atoms 1 to 5: C -0.1083; C -0.2491; C -0.1909; C -0.2464; C -0.1097

=====

--- D ---
Molecular formula: C5H14O
Method: DFT, wB97M-V/def2-TZVPD

Structure (ORCA input):
```
! wB97M-V def2-TZVPD RIJCOSX def2/J DEFGRID3
* xyz 0 1
C 0.00 0.00 0.00
C 0.02 0.16 -1.49
C -0.01 1.59 -1.98
C 0.55 1.69 -3.35
C -1.36 2.24 -1.80
H 0.59 0.81 0.46
H 0.43 -0.97 0.30
H -1.03 0.06 0.38
H 0.94 -0.33 -1.86
H -0.84 -0.35 -1.97
H 0.77 2.13 -1.40
H 0.58 2.75 -3.64
H -0.15 1.16 -4.02
H 1.56 1.26 -3.49
H -1.36 3.35 -1.82
H -1.73 1.91 -0.82
H -2.05 1.88 -2.59
O -2.04 -3.61 -0.72
H -3.02 -3.61 -0.70
H -1.81 -3.64 -1.67
*
```

Summary:
molar mass: 90.166 g/mol
structure (SMILES): CCC(C)C.O
orbital gap: 11.690 eV

Atomic partial charges in e from the Löwdin method, atoms 1 to 5: C -0.1172; C -0.2791; C -0.5191; C -0.1086; C -0.0697

=====

Most stable of them? D.

=====

--- A ---
Molecular formula: C4H7IN2
Method: DFT, wB97M-V/def2-TZVPD

Structure (ORCA input):
```
! wB97M-V def2-TZVPD RIJCOSX def2/J DEFGRID3
* xyz 0 1
C 0.51 -1.19 2.64
C 0.98 -0.85 1.41
C 0.13 -0.47 0.43
N 0.71 0.16 -0.55
N 0.13 0.63 -1.63
C -1.21 1.08 -1.87
I 1.54 1.55 -3.13
H 1.19 -1.39 3.47
H -0.53 -1.54 2.96
H 2.10 -0.81 1.44
H -0.92 -0.69 0.63
H -1.26 2.00 -2.40
H -1.75 0.24 -2.43
H -1.63 1.28 -0.96
*
```

Summary:
molar mass: 210.018 g/mol
structure (SMILES): C=C/C=N/N(C)I
orbital gap (spin up / spin down): 6.655 / 6.655 eV

Atomic partial charges in e from the Löwdin method, atoms 1 to 5: C -0.0137; C -0.2251; C -0.2228; N -0.0279; N -0.5073

=====

--- B ---
Molecular formula: C4H7IN2
Method: DFT, wB97M-V/def2-TZVPD

Structure (ORCA input):
```
! wB97M-V def2-TZVPD RIJCOSX def2/J DEFGRID3
* xyz 0 1
C 0.85 -0.86 -0.96
C -2.50 0.88 -1.21
C 2.52 -2.53 0.01
C -2.04 2.49 0.47
N 1.61 -1.61 -0.51
N -2.07 1.97 -0.85
I -3.38 -0.66 0.05
H -2.47 0.57 -2.24
H 2.38 -3.50 -0.46
H 2.37 -2.62 1.09
H 3.54 -2.17 -0.19
H -2.67 1.92 1.16
H -2.38 3.53 0.42
H -1.01 2.48 0.82
*
```

Summary:
molar mass: 210.018 g/mol
orbital gap: 9.873 eV

Atomic partial charges in e from the Löwdin method, atoms 1 to 5: C 0.0221; C -0.6296; C -0.1169; C -0.1616; N -0.1348

=====

Most stable of them? B.

=====

--- A ---
Molecular formula: C2HBr2FO
Method: DFT, wB97M-V/def2-TZVPD

Structure (ORCA input):
```
! wB97M-V def2-TZVPD RIJCOSX def2/J DEFGRID3
* xyz 0 1
C 0.83 -0.41 -0.54
C -0.44 0.19 0.47
O 0.82 -1.30 -1.30
F 1.91 0.27 -0.19
Br -2.03 -0.96 0.06
Br -0.70 1.98 -0.08
H -0.40 0.23 1.58
*
```

Summary:
molar mass: 219.835 g/mol
orbital gap: 10.772 eV

Atomic partial charges in e from the Löwdin method, atoms 1 to 5: C -0.5585; C -1.0002; O 0.1584; F 0.0956; Br 0.5885

=====

--- B ---
Molecular formula: C2HBr2FO
Method: DFT, wB97M-V/def2-TZVPD

Structure (ORCA input):
```
! wB97M-V def2-TZVPD RIJCOSX def2/J DEFGRID3
* xyz 0 1
O 1.12 0.93 1.00
C 0.21 0.63 0.35
C -1.32 1.38 0.41
F -1.29 2.35 1.27
Br -1.18 2.26 -1.46
Br -2.81 0.26 0.73
H 0.14 -0.07 -0.63
*
```

Summary:
molar mass: 219.835 g/mol
structure (SMILES): O=CC(F)(Br)Br
orbital gap: 10.098 eV

Atomic partial charges in e from the Löwdin method, atoms 1 to 5: O 0.1099; C -0.3442; C -1.2268; F -0.0360; Br 0.6076

=====

Most stable of them? A.

=====

--- A ---
Molecular formula: C5H6O2
Method: DFT, wB97M-V/def2-TZVPD

Structure (ORCA input):
```
! wB97M-V def2-TZVPD RIJCOSX def2/J DEFGRID3
* xyz 0 1
O -0.59 -1.71 0.64
C -0.12 -0.47 0.18
C -1.37 0.35 -0.17
O -1.72 -0.63 -1.19
C -0.60 -1.36 -0.86
C 1.54 1.30 0.62
C 1.21 0.02 0.55
H -1.18 1.32 -0.64
H -2.16 0.40 0.58
H -0.31 -2.08 -1.64
H 0.80 2.09 0.47
H 2.55 1.61 0.84
H 1.96 -0.76 0.71
*
```

Summary:
molar mass: 98.101 g/mol
orbital gap: 10.386 eV

Atomic partial charges in e from the Löwdin method, atoms 1 to 5: O 0.0362; C -0.4259; C -0.0456; O -0.0188; C -0.1667

=====

--- B ---
Molecular formula: C5H6O2
Method: DFT, wB97M-V/def2-TZVPD

Structure (ORCA input):
```
! wB97M-V def2-TZVPD RIJCOSX def2/J DEFGRID3
* xyz 0 1
O 0.70 -2.40 -0.78
C 0.34 -1.29 -0.48
C -1.11 -0.82 -0.40
C -0.98 0.59 0.13
C 0.29 0.91 0.39
O 0.75 2.03 0.99
C 1.27 -0.13 -0.09
H -1.67 -1.47 0.28
H -1.59 -0.91 -1.38
H -1.82 1.25 0.31
H -0.02 2.48 1.37
H 2.03 -0.44 0.64
H 1.80 0.21 -0.98
*
```

Summary:
molar mass: 98.101 g/mol
structure (SMILES): O=C1CC=C(O)C1
orbital gap: 9.694 eV

Atomic partial charges in e from the Löwdin method, atoms 1 to 5: O 0.0931; C -0.3688; C -0.1023; C -0.0456; C -0.3575

=====

Most stable of them? B.

=====

--- A ---
Molecular formula: C4H4O2
Method: DFT, wB97M-V/def2-TZVPD

Structure (ORCA input):
```
! wB97M-V def2-TZVPD RIJCOSX def2/J DEFGRID3
* xyz 0 1
C -1.29 -1.55 -0.28
C -0.57 -0.29 0.04
C 0.13 0.70 0.76
C 1.31 1.72 0.58
O 1.71 2.54 1.40
O 1.65 1.76 -0.69
H -0.76 -2.58 -0.03
H -1.83 -1.50 -1.19
H -1.92 -1.72 0.53
H 1.57 0.94 -1.12
*
```

Summary:
molar mass: 84.074 g/mol
structure (SMILES): CC#CC(=O)O
orbital gap: 10.058 eV

Atomic partial charges in e from the Löwdin method, atoms 1 to 5: C -0.1215; C -0.0188; C 0.1401; C -0.5352; O 0.0896

=====

--- B ---
Molecular formula: C4H4O2
Method: DFT, wB97M-V/def2-TZVPD

Structure (ORCA input):
```
! wB97M-V def2-TZVPD RIJCOSX def2/J DEFGRID3
* xyz 0 1
C 2.17 -0.50 -0.78
C 1.31 -0.24 0.02
C 0.23 0.41 0.77
O -0.96 -0.39 0.90
C -1.79 -0.24 -0.15
O -1.57 0.47 -1.09
H 2.87 -0.65 -1.59
H -0.01 1.29 0.15
H 0.47 0.70 1.80
H -2.71 -0.84 -0.02
*
```

Summary:
molar mass: 84.074 g/mol
structure (SMILES): C#CCOC=O
orbital gap: 11.300 eV

Atomic partial charges in e from the Löwdin method, atoms 1 to 5: C 0.1228; C -0.0907; C -0.1850; O -0.0232; C -0.3365

=====

--- C ---
Molecular formula: C4H4O2
Method: DFT, wB97M-V/def2-TZVPD

Structure (ORCA input):
```
! wB97M-V def2-TZVPD RIJCOSX def2/J DEFGRID3
* xyz 0 1
O -1.55 1.01 0.56
C -0.27 0.47 0.63
C -0.01 -1.02 0.42
O 0.63 1.35 -1.54
C 0.62 0.55 -0.64
C 0.98 -0.87 -0.47
H -1.78 1.11 -0.37
H 0.21 0.84 1.54
H -0.51 -1.89 0.83
H 1.67 -1.54 -0.97
*
```

Summary:
molar mass: 84.074 g/mol
orbital gap: 10.331 eV

Atomic partial charges in e from the Löwdin method, atoms 1 to 5: O 0.0100; C -0.3003; C 0.0322; O 0.1030; C -0.3674

=====

--- D ---
Molecular formula: C4H4O2
Method: DFT, wB97M-V/def2-TZVPD

Structure (ORCA input):
```
! wB97M-V def2-TZVPD RIJCOSX def2/J DEFGRID3
* xyz 0 1
C 2.31 -0.43 -0.34
C 1.19 -0.11 -0.08
C -0.15 0.31 0.37
O -0.44 1.63 0.02
C -1.27 -0.62 -0.10
O -2.33 -0.16 -0.44
H 3.32 -0.72 -0.57
H -0.16 0.18 1.47
H -1.37 1.62 -0.27
H -1.09 -1.71 -0.05
*
```

Summary:
molar mass: 84.074 g/mol
structure (SMILES): C#C[C@@H](O)C=O
orbital gap: 10.830 eV

Atomic partial charges in e from the Löwdin method, atoms 1 to 5: C 0.1352; C -0.0694; C -0.3871; O -0.0018; C -0.1727

=====

Most stable of them? C.

=====

--- A ---
Molecular formula: C4H4O2
Method: DFT, wB97M-V/def2-TZVPD

Structure (ORCA input):
```
! wB97M-V def2-TZVPD RIJCOSX def2/J DEFGRID3
* xyz 0 1
C -1.74 0.23 -0.02
O -0.83 0.82 -1.00
C 0.39 0.80 -0.63
C 1.53 0.68 -0.20
C 2.07 -0.59 0.29
O 1.45 -1.23 1.11
H -2.73 0.49 -0.38
H -1.61 -0.86 0.00
H -1.55 0.64 0.97
H 3.00 -0.97 -0.15
*
```

Summary:
molar mass: 84.074 g/mol
structure (SMILES): COC#CC=O
orbital gap: 10.520 eV

Atomic partial charges in e from the Löwdin method, atoms 1 to 5: C -0.0007; O -0.0284; C -0.1410; C 0.0440; C -0.3105

=====

--- B ---
Molecular formula: C4H4O2
Method: DFT, wB97M-V/def2-TZVPD

Structure (ORCA input):
```
! wB97M-V def2-TZVPD RIJCOSX def2/J DEFGRID3
* xyz 0 1
O 0.19 -3.52 -1.21
C -0.19 -2.84 -0.36
C -0.38 -1.99 0.70
O -1.51 -1.13 0.89
H -0.06 -2.49 1.62
H -1.89 -1.03 0.06
C 2.02 1.45 0.53
C 0.96 0.99 0.89
H 2.90 2.15 0.34
H 0.14 0.50 1.20
*
```

Summary:
molar mass: 84.074 g/mol
structure (SMILES): O=C=CO.C#C
orbital gap: 8.794 eV

Atomic partial charges in e from the Löwdin method, atoms 1 to 5: O 0.1859; C -0.1515; C -0.1607; O -0.0322; H 0.1220

=====

Most stable of them? A.